{"formula": "C25H33N6O7S2TeZr", "method": "wB97M-V/def2-TZVPD", "orbital_gap_ev": 7.14, "charge": 1, "max_force_ha_per_bohr": 0.0726, "species": ["Te", "Zr", "S", "S", "O", "O", "O", "O", "O", "O", "O", "N", "N", "N", "N", "N", "N", "C", "C", "C", "C", "C", "C", "C", "C", "C", "C", "C", "C", "C", "C", "C", "C", "C", "C", "C", "C", "C", "C", "C", "C", "C", "H", "H", "H", "H", "H", "H", "H", "H", "H", "H", "H", "H", "H", "H", "H", "H", "H", "H", "H", "H", "H", "H", "H", "H", "H", "H", "H", "H", "H", "H", "H", "H", "H"], "coordinates": [[-0.2051, -1.3944, -2.3240], [-0.3965, -0.3261, 0.3906], [3.6787, 2.4034, -0.5631], [-2.4043, 3.9725, -0.9420], [-2.6069, 0.5971, 1.6861], [1.1454, -1.4298, 1.1055], [-1.2000, -1.5979, 1.9691], [-0.0821, 1.0819, 2.1876], [-0.5278, -2.2571, 4.0550], [-2.4585, -0.9646, -0.3009], [1.9714, -2.6426, 2.8011], [3.4482, -0.2129, -0.1491], [1.4724, 1.0517, -0.1535], [-0.0992, 0.5747, 4.3468], [-1.1744, 1.7598, -0.5464], [-4.6083, -1.3973, -0.4491], [-3.4318, 1.5040, -1.2741], [2.3842, -3.2657, -1.9834], [-2.2656, 0.7947, 3.0894], [-3.6341, -0.4154, 1.6422], [1.0489, 1.2697, -3.7367], [-4.4841, -1.8840, -1.8257], [-0.7225, 0.7999, 3.2113], [1.0634, -2.0607, 2.2761], [-0.7814, 0.2459, 5.5733], [3.5262, 0.5242, -3.6509], [5.9250, -0.2441, -3.6667], [-2.3059, 2.2793, -0.9842], [-0.2757, 2.7827, -0.4180], [-3.5761, -0.9135, 0.2499], [-0.3656, -1.9831, 2.8755], [2.7728, -1.9251, -2.5188], [4.4827, -0.4655, -3.4262], [1.8078, -0.9320, -2.7709], [1.3777, 0.7852, 4.5013], [2.1480, 0.2702, -3.3820], [-5.9631, -1.4240, 0.1553], [2.7696, 0.9365, -0.2037], [1.1305, 2.4042, -0.2710], [-0.7443, 4.0313, -0.5390], [4.0803, -1.6419, -2.8853], [2.1568, 3.2172, -0.4465], [-5.2373, -1.3761, -2.4837], [4.8355, -2.3904, -2.8652], [-3.0693, 0.6287, -1.6342], [-3.3784, -1.1451, 2.4023], [-2.6900, 0.0150, 3.7553], [3.7131, 1.4688, -4.1977], [-3.4801, -1.6814, -2.1606], [-6.3562, -2.4648, 0.0639], [1.9265, 0.6327, 3.5590], [-4.5315, 0.0221, 1.9924], [1.4176, 2.3089, -3.7041], [-0.3373, 0.7046, 6.4238], [4.4285, -0.0992, -0.3628], [1.7714, 0.0399, 5.2245], [2.0912, 4.2673, -0.5418], [0.6359, 1.2583, -4.7830], [-0.2889, 5.0300, -0.6190], [-6.5691, -0.6829, -0.4348], [-6.0343, -1.1286, 1.1723], [-0.7551, -0.8383, 5.6891], [2.2059, -3.9938, -2.8610], [6.4655, 0.0838, -2.7269], [-1.8350, 0.5869, 5.5290], [1.5916, -3.2598, -1.3088], [0.2962, 1.2613, -2.8900], [6.3208, 0.5038, -4.3754], [3.0011, -1.1412, -0.0780], [-2.6404, 1.7687, 3.4106], [6.3583, -1.2137, -3.9250], [-4.6578, -2.9402, -1.7974], [1.5740, 1.7050, 5.0354], [-4.0507, 1.8662, -1.9538], [3.2014, -3.7048, -1.2594]], "atomic_forces_ev_per_a": [[-0.5, 0.2, 0.6], [-0.8, -0.3, -0.1], [-1.0, -0.4, 0.7], [-0.2, 0.1, -0.4], [0.2, -0.3, 1.7], [0.1, 0.1, 0.0], [-0.4, 0.5, -0.1], [0.5, -0.1, -1.7], [-0.7, 0.3, -1.4], [1.1, 0.5, 0.1], [-0.3, 0.3, -0.1], [0.1, 0.1, 0.4], [-1.2, 0.5, 0.3], [0.9, 0.9, 0.3], [-0.6, 0.3, -0.8], [-0.7, 0.9, 2.1], [1.7, -0.5, 0.4], [3.1, -2.1, -0.3], [0.6, -0.3, 0.0], [0.9, 1.0, 0.6], [0.1, 1.3, 0.7], [-0.6, 0.9, 0.2], [-0.6, 0.2, 0.7], [0.7, -0.6, 0.1], [-1.6, -0.6, -0.3], [-1.8, 0.3, -0.7], [2.2, 0.2, 0.8], [-1.5, -1.0, 0.6], [1.7, 0.0, 0.8], [-0.4, -1.8, -1.7], [1.4, -0.9, 1.0], [-0.3, 0.5, -0.4], [-0.5, 2.6, -0.5], [0.0, -0.6, 0.1], [-0.1, -1.5, 0.3], [0.6, 0.4, -0.5], [-0.5, -0.2, -2.4], [1.0, -1.3, -0.8], [-0.5, -0.7, -0.2], [-0.2, 1.6, -0.4], [-0.5, -1.2, 0.1], [0.9, 0.9, -0.2], [0.6, -0.5, 0.6], [0.4, -0.8, 0.5], [-0.1, -0.3, 0.1], [0.1, -0.8, -0.5], [0.2, 0.4, -0.7], [0.4, -0.6, 0.6], [0.2, 0.0, -0.3], [0.1, 0.9, 0.0], [-0.4, 0.5, 0.4], [-1.2, 0.6, -0.2], [0.4, -0.3, 0.1], [0.6, 0.5, 0.5], [-0.1, -0.8, 0.1], [-0.5, 0.0, -0.6], [0.1, 0.8, -0.2], [0.0, -0.8, 1.2], [0.1, -0.9, 0.4], [0.2, -1.0, 0.5], [0.5, 0.2, 0.8], [-0.1, 0.1, 0.1], [0.2, 0.9, 1.6], [-0.7, -0.5, -0.6], [0.6, -0.2, 0.2], [-1.8, 0.2, 0.6], [0.4, -0.2, -1.5], [-1.0, -0.3, -0.1], [0.4, 1.1, 0.0], [0.0, 0.0, 0.0], [0.3, 0.2, -0.1], [-0.1, -0.6, -0.3], [-0.1, 0.7, -0.5], [-0.6, 0.9, -0.6], [-0.9, 0.7, -1.8]]}